{"formula": "C44H67N3O13S5", "method": "ωB97M-V/def2-TZVPD", "homo_ev": -7.48, "homo_lumo_gap_ha": 0.2503, "smiles": "[H]/N=C(/C)CC1=CC(=O)c2ccc(CCCCn3cccc3)c(CCC(N)=O)c2C1=O.O=S1(=O)CCCC1.O=S1(=O)CCCC1.O=S1(=O)CCCC1.O=S1(=O)CCCC1.O=S1(=O)CCCC1", "species": ["C", "C", "N", "C", "C", "C", "C", "O", "C", "C", "C", "C", "C", "C", "C", "C", "N", "C", "C", "C", "C", "C", "C", "C", "C", "N", "O", "C", "C", "O", "H", "H", "H", "H", "H", "H", "H", "H", "H", "H", "H", "H", "H", "H", "H", "H", "H", "H", "H", "H", "H", "H", "H", "H", "H", "H", "H", "C", "C", "C", "S", "O", "O", "C", "H", "H", "H", "H", "H", "H", "H", "H", "C", "C", "C", "S", "O", "O", "C", "H", "H", "H", "H", "H", "H", "H", "H", "C", "C", "C", "S", "O", "O", "C", "H", "H", "H", "H", "H", "H", "H", "H", "C", "C", "C", "S", "O", "O", "C", "H", "H", "H", "H", "H", "H", "H", "H", "C", "C", "C", "S", "O", "O", "C", "H", "H", "H", "H", "H", "H", "H", "H"], "positions_angstrom": [[5.940908, -1.546272, 0.355243], [4.996323, -0.383173, -0.203037], [4.060104, -0.756521, -1.073776], [5.119161, 1.169252, 0.273413], [3.931817, 1.407579, 1.311300], [3.972667, 1.044791, 2.699836], [2.666773, 1.310955, 3.614739], [2.727872, 1.665720, 4.822520], [1.264489, 1.117637, 2.832699], [0.007224, 0.541120, 3.559464], [-1.278538, 0.358059, 2.671882], [-1.298676, 0.728748, 1.151042], [-2.657944, 0.445710, 0.361125], [-2.434213, -0.843988, -0.578953], [-1.920945, -2.152953, 0.193543], [-3.178159, -2.907506, 0.867179], [-3.069413, -3.068010, 2.342184], [-1.939907, -3.043696, 3.238539], [-2.370900, -3.269123, 4.716519], [-3.947721, -3.437133, 4.611720], [-4.288655, -3.320264, 3.104063], [-0.050309, 1.352621, 0.413928], [-0.046117, 1.784658, -1.123025], [-0.679026, 3.269357, -1.372757], [-1.112254, 4.013147, -0.029805], [-0.130995, 4.735529, 0.817896], [-2.329800, 3.997703, 0.323829], [1.221639, 1.526086, 1.308986], [2.602320, 2.105716, 0.705749], [2.671223, 3.039258, -0.130116], [5.717581, -2.544130, -0.186614], [7.060183, -1.355615, 0.201291], [5.739630, -1.744687, 1.472869], [3.501334, 0.081080, -1.329364], [6.165336, 1.440013, 0.658759], [4.895910, 1.780997, -0.680151], [4.924205, 0.564161, 3.099446], [0.012911, 0.264234, 4.664982], [-2.192574, -0.089720, 3.212384], [-3.571308, 0.313720, 1.035483], [-2.823600, 1.351131, -0.337929], [-1.710035, -0.664653, -1.452327], [-3.459400, -1.064163, -1.074330], [-1.519444, -2.872296, -0.621914], [-1.045976, -1.977732, 0.906628], [-3.243572, -3.970170, 0.413575], [-4.120750, -2.354270, 0.524153], [-0.857238, -2.852592, 2.937193], [-1.735942, -3.303562, 5.663222], [-4.704109, -3.608272, 5.453944], [-5.293959, -3.401677, 2.570141], [1.035885, 1.799538, -1.518475], [-0.628103, 1.084053, -1.811267], [0.025524, 3.899660, -2.040556], [-1.651704, 3.150402, -2.003146], [-0.049857, 4.194073, 1.692244], [-0.502334, 5.675782, 1.066434], [-5.838854, 2.756127, -5.113164], [-5.425590, 3.914183, -4.202755], [-4.201939, 3.457644, -3.405999], [-3.367546, 2.244198, -4.422797], [-3.437677, 0.960959, -3.758675], [-2.119734, 2.798524, -4.899556], [-4.551651, 2.257210, -5.757173], [-6.566992, 3.070240, -5.863668], [-6.292267, 1.959058, -4.514272], [-5.163260, 4.783222, -4.815105], [-6.238206, 4.215321, -3.538147], [-3.522859, 4.286080, -3.201152], [-4.491118, 2.973863, -2.470953], [-4.643395, 1.258176, -6.183204], [-4.193038, 2.957958, -6.514472], [10.506347, 3.319447, -0.540449], [9.600517, 3.960947, 0.512718], [8.549967, 2.921928, 0.908981], [9.306936, 1.321194, 0.648289], [8.598246, 0.644547, -0.414259], [9.556209, 0.698110, 1.928507], [10.849740, 1.936168, -0.003024], [11.404427, 3.914341, -0.719404], [9.965080, 3.229818, -1.488009], [10.197697, 4.233837, 1.388969], [9.130443, 4.873627, 0.139754], [8.262275, 3.019648, 1.956497], [7.665189, 2.985120, 0.272692], [11.226623, 1.258797, -0.769011], [11.559405, 2.000711, 0.824840], [-5.266010, -2.730808, -3.539767], [-6.532317, -3.546417, -3.809207], [-7.638342, -2.985249, -2.913490], [-7.235744, -1.262657, -2.642371], [-6.934662, -1.075521, -1.241357], [-8.191193, -0.433562, -3.343699], [-5.703114, -1.272060, -3.553396], [-4.492496, -2.924486, -4.285748], [-4.860988, -2.991669, -2.556220], [-6.818743, -3.437703, -4.860449], [-6.375204, -4.611002, -3.621185], [-8.617131, -3.057295, -3.388990], [-7.658993, -3.484078, -1.942913], [-4.984633, -0.603842, -3.079829], [-5.917084, -0.934937, -4.570326], [-3.457447, -7.641155, 7.254109], [-2.189402, -7.121420, 7.934175], [-2.370004, -5.618333, 8.153889], [-4.131237, -5.343202, 8.307628], [-4.572339, -4.549074, 7.183583], [-4.440639, -4.985432, 9.673224], [-4.620184, -7.036227, 8.029839], [-3.499674, -8.732345, 7.254553], [-3.484008, -7.301550, 6.213461], [-2.062294, -7.622296, 8.899554], [-1.297591, -7.328054, 7.338248], [-1.871042, -5.281358, 9.063153], [-2.011841, -5.043272, 7.298087], [-5.562972, -7.066513, 7.484095], [-4.734229, -7.514713, 9.005123], [3.645859, 3.947161, -5.337602], [4.409991, 2.761305, -5.930067], [5.291070, 2.182924, -4.820962], [4.461917, 2.553743, -3.279604], [5.282346, 3.473319, -2.525053], [3.950704, 1.327077, -2.706245], [3.106226, 3.463334, -3.998246], [2.841944, 4.281608, -5.996537], [4.330132, 4.788121, -5.184364], [3.697824, 2.001749, -6.268697], [5.008555, 3.057357, -6.794548], [5.405225, 1.102726, -4.919244], [6.272428, 2.660016, -4.799634], [2.810392, 4.275890, -3.334728], [2.274424, 2.768586, -4.136842]], "forces_ev_per_a": [[-0.067, -0.259, -0.082], [-1.331, -1.251, -1.478], [2.237, 1.576, 2.915], [-0.772, -0.643, -0.375], [-0.134, -0.295, 2.239], [-1.101, 0.965, -2.916], [0.121, 0.569, 1.191], [-0.220, -1.571, -4.342], [-2.125, -0.357, -1.089], [0.044, 1.289, -4.580], [3.310, 1.195, -0.904], [1.472, 0.414, 2.030], [1.556, 0.261, -0.912], [-0.252, -0.307, -0.087], [-0.575, -0.692, -1.034], [1.185, -0.601, -1.021], [-1.233, -0.203, 3.407], [-1.416, -0.458, 3.004], [-3.213, 0.197, -4.778], [2.070, 0.677, -4.044], [2.525, 0.078, 3.343], [0.286, -1.078, 3.723], [0.365, 0.412, 0.121], [-0.505, 0.187, -0.434], [-3.216, 0.243, 1.039], [-0.609, -0.462, -0.769], [4.117, -0.044, -1.660], [-1.692, -0.970, 0.869], [-0.082, 0.920, -0.319], [-0.271, -3.394, 2.568], [0.046, 1.849, 0.742], [-1.660, 0.117, 0.347], [0.350, 0.536, -1.603], [0.509, -0.784, 0.155], [-1.751, -0.606, -0.334], [0.463, -0.860, 1.820], [-1.522, 0.884, -0.215], [0.085, 0.481, -1.819], [1.476, 0.797, -1.285], [1.493, 0.183, -0.765], [0.006, -1.367, 1.188], [-1.033, 0.123, 1.442], [1.630, 0.178, 0.741], [-0.551, 1.188, 1.331], [-1.431, 0.009, -0.911], [0.073, 1.634, 0.697], [1.168, -0.745, 1.141], [-1.988, -0.312, 0.080], [-0.949, 0.164, -1.816], [1.533, 0.371, -1.768], [1.770, 0.211, 0.903], [-1.667, -0.076, 0.870], [0.740, 0.757, 1.329], [-0.950, -0.935, 1.484], [1.646, 0.194, 1.351], [0.019, 0.329, -0.516], [0.015, -1.159, -0.226], [-0.152, -0.070, 0.116], [-0.144, 0.186, -0.096], [-0.255, 0.365, 0.367], [-0.008, 0.397, -0.241], [0.381, 0.092, -0.062], [0.003, -0.450, 0.267], [-0.379, -0.053, -0.319], [0.063, -0.068, 0.066], [-0.008, 0.038, -0.084], [-0.013, -0.081, 0.048], [0.115, -0.031, -0.047], [0.073, -0.228, 0.034], [0.132, -0.038, -0.082], [0.185, 0.032, 0.067], [0.073, -0.084, 0.090], [-0.046, 0.095, -0.143], [0.108, 0.224, 0.049], [-0.273, 0.524, 0.093], [0.222, -0.027, 0.261], [0.063, -0.089, 0.301], [-0.265, -0.161, -0.389], [0.393, 0.203, -0.266], [-0.074, -0.069, 0.000], [0.071, -0.020, 0.062], [-0.046, -0.037, -0.078], [0.020, -0.103, 0.061], [-0.041, -0.206, -0.113], [0.104, -0.089, 0.010], [-0.119, -0.098, 0.141], [-0.107, -0.078, -0.024], [0.063, -0.107, 0.039], [0.063, -0.157, -0.169], [-0.203, -0.587, -0.084], [0.064, 0.114, -0.230], [-0.206, 0.134, -0.203], [0.103, 0.052, 0.414], [0.426, -0.072, -0.057], [-0.041, 0.043, 0.097], [0.014, 0.060, -0.070], [0.029, 0.003, 0.093], [-0.052, 0.099, -0.025], [0.035, 0.151, 0.186], [-0.009, 0.174, -0.028], [-0.180, 0.066, -0.040], [-0.036, 0.020, 0.102], [0.062, -0.041, -0.191], [0.133, -0.203, 0.048], [0.609, -0.050, -0.045], [-0.116, -0.062, 0.369], [-0.074, -0.168, 0.777], [-0.071, 0.202, -0.420], [-0.106, -0.473, -0.175], [-0.016, 0.098, -0.010], [-0.040, -0.028, 0.080], [-0.023, 0.048, -0.080], [-0.079, 0.045, 0.072], [-0.190, 0.132, -0.093], [-0.170, -0.005, 0.059], [0.024, 0.175, 0.109], [-0.012, 0.131, -0.040], [0.075, 0.122, -0.100], [-0.109, -0.029, -0.221], [0.284, -0.212, -0.513], [-0.307, 0.149, -0.125], [-0.055, -0.390, 0.085], [0.271, 0.753, -0.322], [-0.335, 0.321, -0.197], [0.065, -0.016, 0.083], [-0.090, -0.040, 0.019], [0.058, 0.071, 0.044], [-0.043, -0.061, 0.089], [0.046, 0.104, 0.222], [-0.108, -0.030, 0.158], [0.092, -0.176, 0.141], [0.086, 0.001, 0.072]]}